ORCA calculation (the ωB97M-V functional and the def2-TZVPD basis) on a 8-piece molecular cluster, C27H72FNO10PS overall.

Charge = +1
Energy = -73968.154 eV
HOMO = -11.43 eV
Orbital gap = 8.0 eV

CARTESIAN COORDINATES (ANGSTROEM)
H  -7.63  6.60  5.97
C  1.61  -5.28  3.19
H  1.92  0.98  -2.76
H  3.81  -3.63  -2.71
C  -1.73  3.87  4.35
H  -2.80  1.50  1.94
H  1.36  3.48  -8.61
C  -1.15  5.17  4.88
H  -4.97  5.19  6.49
H  3.18  -2.42  1.86
H  3.30  2.73  -7.07
C  2.56  2.38  -6.36
H  -2.81  2.14  5.04
H  1.48  4.23  -6.21
H  -1.06  4.47  -0.61
H  0.88  -6.95  -2.94
H  -0.18  3.27  0.33
C  6.02  -0.03  -2.79
C  -1.96  2.51  -0.63
C  -2.97  -0.44  2.20
H  0.42  2.07  -8.10
P  3.93  -2.34  -0.79
H  2.25  -4.81  1.19
H  -0.25  3.68  -7.91
H  0.41  -7.87  -4.38
C  2.88  -1.88  -3.46
H  -7.56  4.11  5.27
O  2.93  -1.43  0.02
H  4.14  0.08  -1.82
H  -3.91  2.17  -1.50
H  -3.38  -1.06  3.00
H  -3.30  3.80  -1.72
O  2.34  -5.12  -4.22
H  -3.22  3.63  5.88
N  1.53  0.21  -2.20
H  5.49  0.50  -0.80
H  -6.29  5.83  4.07
H  5.79  -0.83  -3.48
C  2.32  -0.51  2.23
C  -2.39  3.06  5.45
H  0.70  -4.67  3.11
C  3.13  -2.88  -2.34
H  2.73  -6.87  -6.23
H  -0.93  3.28  3.89
H  3.41  -4.95  3.86
H  3.69  -1.20  -3.68
H  1.03  -6.97  -6.71
H  0.43  -5.41  -4.84
H  -3.38  4.67  3.69
H  1.02  -6.16  5.07
H  -2.03  1.64  0.04
C  0.67  3.10  -7.85
H  -1.31  -1.78  1.76
O  2.60  -4.44  3.78
H  -1.69  2.82  6.24
H  -6.04  3.23  5.41
O  5.27  -1.55  -1.10
H  -1.69  3.95  0.96
H  2.98  2.45  -5.35
C  5.16  -0.19  -1.56
H  2.36  1.32  -6.56
H  1.76  0.19  1.63
H  0.56  -7.12  3.65
H  -3.36  -0.05  0.11
C  -3.73  -0.70  0.91
H  -0.96  -0.54  2.97
C  -5.89  5.32  5.92
C  -1.48  -0.74  2.04
C  1.36  -5.98  -4.81
H  -1.19  2.78  -2.42
H  -4.79  -0.48  1.04
C  3.23  -1.43  1.44
H  1.30  -6.31  1.30
O  -5.49  5.71  4.60
H  4.25  -1.09  1.60
C  -1.18  3.61  0.05
H  2.25  -7.08  4.20
H  7.06  -0.17  -2.53
O  -3.16  0.91  2.62
H  -0.41  4.99  5.66
H  1.59  -1.13  2.74
H  1.91  -5.44  -6.83
C  -6.65  4.01  5.87
H  -3.92  3.30  -0.14
O  -2.67  4.15  3.31
C  2.06  -5.70  1.80
H  2.99  -6.27  1.84
H  -6.94  3.68  6.87
H  0.57  0.52  -1.98
C  1.27  3.19  -6.46
C  1.34  -6.48  4.08
H  -3.63  -1.74  0.58
C  -6.72  6.43  6.55
C  1.78  -6.34  -6.23
O  0.33  2.72  -5.49
H  -0.68  5.75  4.08
H  2.10  -7.78  -3.88
C  -3.36  2.97  -1.02
H  3.18  -5.61  -4.18
H  -6.16  7.36  6.58
F  1.03  -0.47  -4.63
H  -7.01  6.17  7.57
H  2.20  -3.36  -2.07
H  0.13  1.80  -5.70
O  -1.27  2.04  -1.80
C  1.17  -7.22  -3.96
H  2.69  -2.44  -4.37
H  -1.94  5.80  5.31
H  2.87  -0.03  3.01
O  4.27  -3.54  -0.07
H  5.87  0.93  -3.27
S  1.33  -1.05  -3.21
H  -1.04  -0.10  1.27

ORCA calculation (the ωB97M-V functional and the def2-TZVPD basis) on a 5-piece molecular cluster, CH14N2O4 overall.

Energy = -12434.481 eV
SMILES = NCN.O.O.O.O
ΔE to the lowest compared entry with this formula, charge and spin = 55.1 kJ/mol
HOMO = -9.33 eV
Orbital gap = 9.9 eV

CARTESIAN COORDINATES (ANGSTROEM)
H  -2.49  -0.64  -0.46
H  0.49  -0.09  -2.01
H  -0.70  -3.07  0.61
N  -2.67  0.34  -0.71
H  -2.30  0.52  -1.62
O  0.74  -0.60  -1.22
H  2.50  -1.73  -0.60
H  0.62  0.07  -0.52
H  -0.44  2.21  -0.09
H  -0.59  1.67  1.39
O  3.41  -1.99  -0.41
O  2.42  1.34  0.89
H  2.14  1.52  1.79
H  -2.71  2.24  0.18
H  -0.40  -1.74  -0.09
O  -1.11  -2.26  0.30
N  -0.77  1.40  0.42
H  3.38  -2.92  -0.14
H  3.32  1.65  0.77
H  -2.59  0.85  1.23
C  -2.24  1.26  0.29

ORCA calculation (the ωB97M-V functional and the def2-TZVPD basis) on one molecule with the formula C6H10O4.

Energy = -14572.107 eV
SMILES = O[C@@H]1[C@H](O)[C@H](O)C[C@@H]2O[C@H]12
ΔE to the lowest compared entry with this formula, charge and spin = 212.8 kJ/mol
HOMO = -9.63 eV
Orbital gap = 10.4 eV

CARTESIAN COORDINATES (ANGSTROEM)
O  -1.94  -1.27  -1.08
H  -2.03  -1.83  -0.27
C  -0.12  1.19  1.07
O  0.80  -1.72  -0.02
C  -0.98  -0.19  -0.88
H  0.52  -1.19  -1.91
H  -0.58  -1.52  1.26
C  -1.15  0.24  0.63
C  1.43  0.55  -0.84
H  -2.14  0.71  0.54
H  1.28  1.09  -1.76
H  1.57  2.28  0.50
H  -1.19  0.55  -1.57
O  -1.27  -0.89  1.47
H  -0.47  1.88  1.81
C  1.15  1.31  0.38
O  1.06  0.53  1.61
H  1.11  -1.33  0.78
C  0.50  -0.66  -0.96
H  2.45  0.28  -0.76

ORCA calculation (the ωB97M-V functional and the def2-TZVPD basis) on one molecule with the formula C4H8N2.

Energy = -7257.663 eV
SMILES = CC[C@@H](N)C#N
ΔE to the lowest compared entry with this formula, charge and spin = 20.5 kJ/mol
HOMO = -10.37 eV
Orbital gap = 11.3 eV

CARTESIAN COORDINATES (ANGSTROEM)
C  1.34  -0.73  0.97
H  0.96  1.24  0.16
C  -0.39  -0.82  -1.34
H  2.12  -0.43  1.67
H  0.00  0.86  1.59
H  -1.51  -0.53  0.39
N  -1.48  1.26  -0.65
N  -0.09  -1.49  -2.24
H  -2.31  1.03  -1.19
C  -0.80  0.06  -0.21
H  -0.87  1.79  -1.27
H  0.81  -1.58  1.41
H  1.83  -1.09  0.05
C  0.40  0.43  0.66

no.,LUMO level (hartree),strongest force on any atom (eV Å⁻¹)
1,-0.1274,2.18
2,0.0197,0.83
3,0.0274,5.75
4,0.0338,1.11